1.
A cluster of 3 separate species, C30H47BrF10O10 in total in a non-equilibrium geometry, computed with ωB97M-V/def2-TZVPD.

XYZ file:
```
98
Properties=species:S:1:pos:R:3
O -1.231 -3.191 1.908
C -0.298 -3.951 1.267
C -0.693 -5.003 0.077
C -0.392 -4.490 -1.448
C -1.201 -5.234 -2.686
C -2.816 -4.938 -2.630
C -3.762 -6.227 -2.330
C -4.613 -6.219 -0.942
F -3.806 -6.982 0.082
F -5.815 -7.103 -1.190
C -5.159 -4.779 -0.414
F -5.515 -3.795 -1.460
F -4.035 -4.164 0.387
C -6.437 -4.845 0.628
F -6.217 -3.698 1.588
F -6.488 -6.061 1.469
C -7.885 -4.486 -0.117
F -8.980 -4.936 0.804
F -8.091 -5.206 -1.393
F -8.069 -2.993 -0.253
C -0.628 -6.630 -3.314
C -0.028 -7.639 -1.971
C -0.665 -9.254 -1.965
O -1.099 -8.064 -0.915
C -0.731 -4.145 -3.867
O -0.503 -4.352 -5.166
O -0.556 -2.844 -3.207
C -0.180 -2.882 -1.754
Br -1.576 -1.582 -1.030
C 1.387 -2.308 -1.868
C 2.166 -2.245 -0.429
C 1.575 -1.013 0.501
F 2.548 -0.586 1.532
H 0.809 -3.827 1.683
H -0.021 -5.974 0.262
H -1.806 -5.390 0.121
H 0.715 -4.897 -1.630
H -3.108 -4.553 -3.723
H -2.960 -4.013 -1.928
H -4.556 -6.323 -3.217
H -3.169 -7.262 -2.358
H -1.413 -7.287 -3.883
H 0.363 -6.478 -3.927
H 1.166 -7.484 -1.619
H -1.694 -9.232 -2.533
H -0.458 -9.922 -1.023
H 1.286 -1.193 -2.283
H 1.973 -2.977 -2.664
H 3.294 -1.942 -0.674
H 2.230 -3.277 0.125
H 1.364 -0.116 -0.254
H 0.545 -1.253 1.013
C 0.588 3.755 2.055
O -0.560 3.458 1.273
C -1.623 4.390 1.470
C -2.317 4.708 0.140
O -1.544 5.519 -0.760
C -0.382 4.909 -1.338
C -0.678 3.785 -2.336
O -1.153 2.621 -1.665
C -2.202 1.964 -2.359
H 0.410 3.478 3.097
H 1.424 3.169 1.667
H 0.853 4.812 1.986
H -1.265 5.317 1.925
H -2.342 3.919 2.150
H -3.214 5.301 0.369
H -2.676 3.806 -0.359
H 0.314 4.591 -0.561
H 0.122 5.714 -1.881
H 0.245 3.508 -2.853
H -1.399 4.142 -3.081
H -2.967 2.671 -2.690
H -2.672 1.253 -1.675
H -1.796 1.422 -3.216
C 6.994 4.585 2.206
O 6.160 5.336 3.076
C 6.887 6.264 3.880
C 6.122 7.587 4.006
O 6.098 8.381 2.808
C 5.332 7.867 1.710
C 3.817 7.857 1.936
O 3.449 6.849 2.875
C 2.430 7.265 3.772
H 7.530 3.819 2.774
H 6.361 4.098 1.462
H 7.702 5.228 1.680
H 7.882 6.456 3.470
H 6.996 5.813 4.873
H 6.645 8.201 4.752
H 5.113 7.439 4.395
H 5.704 6.889 1.404
H 5.540 8.542 0.876
H 3.312 7.623 0.995
H 3.493 8.851 2.266
H 2.643 8.253 4.188
H 2.389 6.551 4.598
H 1.466 7.274 3.258
```

As for the HOMO energy: -9.01 eV. Its largest force on an atom is 0.1704 Eh/bohr. The energy above the lowest of the compared OMol25 structures with the same formula, charge and spin is 300.5 kcal per mole. The LUMO energy comes out at -0.0085 Eh. For the orbital gap, the calculation gives 8.781 eV. For the molecular weight, the calculation gives 837.580 g/mol. As for the SMILES: O=CC[C@H]1[C@](CCC(F)(F)C(F)(F)C(F)(F)C(F)(F)F)(C[C@@H]2CO2)C(=O)O[C@]1(Br)CCCF.COCCOCCOC.COCCOCCOC.

---

2.
A cluster of 11 separate species, C55H55N11 in total in a non-equilibrium geometry, computed with ωB97M-V/def2-TZVPD.

XYZ file:
```
121
Properties=species:S:1:pos:R:3
C 20.942 11.772 13.356
C 21.775 10.682 13.591
C 21.213 9.504 14.023
N 19.935 9.297 14.297
C 19.144 10.328 13.954
C 19.595 11.608 13.583
H 21.331 12.708 12.968
H 22.838 10.785 13.515
H 21.920 8.656 14.161
H 18.091 10.163 14.144
H 19.008 12.502 13.496
C 17.944 20.902 15.380
C 17.813 20.911 13.991
C 17.642 19.740 13.337
N 17.566 18.548 13.935
C 17.819 18.560 15.262
C 17.915 19.687 16.074
H 18.139 21.828 15.987
H 17.812 21.846 13.475
H 17.626 19.750 12.231
H 17.646 17.596 15.745
H 17.911 19.726 17.155
C 17.462 15.169 14.087
C 16.087 15.279 14.096
C 15.402 14.997 15.250
N 15.953 14.783 16.396
C 17.266 14.777 16.424
C 18.079 14.973 15.317
H 18.032 15.317 13.203
H 15.482 15.367 13.161
H 14.352 14.792 15.002
H 17.729 14.745 17.400
H 19.182 14.967 15.301
C 17.562 8.901 17.298
C 16.522 8.708 16.441
C 16.013 9.806 15.814
N 16.421 11.059 15.978
C 17.454 11.224 16.784
C 18.038 10.209 17.463
H 18.029 8.087 17.838
H 16.053 7.738 16.332
H 15.298 9.649 14.985
H 17.906 12.193 16.886
H 18.864 10.339 18.122
C 20.638 13.907 17.746
C 20.207 13.697 19.061
C 20.456 12.488 19.590
N 20.956 11.470 18.936
C 21.303 11.619 17.667
C 21.170 12.891 17.022
H 20.396 14.896 17.298
H 19.670 14.498 19.580
H 20.102 12.230 20.559
H 21.809 10.783 17.150
H 21.513 12.996 16.003
C 11.975 15.148 17.740
C 12.033 16.480 18.151
C 11.227 17.466 17.640
N 10.185 17.165 16.828
C 10.053 15.878 16.458
C 10.861 14.829 16.991
H 12.631 14.353 17.996
H 12.804 16.749 18.871
H 11.298 18.481 17.928
H 9.211 15.670 15.800
H 10.682 13.801 16.677
C 12.706 17.645 14.405
C 13.564 18.636 14.884
C 13.940 19.663 14.096
N 13.514 19.815 12.820
C 12.696 18.924 12.366
C 12.218 17.792 13.107
H 12.265 16.956 15.121
H 13.708 18.653 15.935
H 14.568 20.433 14.499
H 12.355 19.090 11.376
H 11.450 17.110 12.732
C 15.148 12.980 19.217
C 15.553 14.221 19.591
C 16.686 14.399 20.403
N 17.425 13.367 20.808
C 17.009 12.106 20.396
C 15.852 11.866 19.686
H 14.205 12.813 18.671
H 15.017 15.143 19.325
H 17.112 15.362 20.623
H 17.663 11.359 20.813
H 15.569 10.836 19.476
C 12.115 10.875 14.255
C 11.308 10.302 15.240
C 11.611 10.594 16.554
N 12.593 11.466 16.925
C 13.307 12.009 15.923
C 13.107 11.743 14.578
H 11.956 10.579 13.217
H 10.528 9.539 14.956
H 11.062 10.139 17.389
H 13.989 12.784 16.245
H 13.843 12.123 13.863
C 18.186 12.087 10.056
C 17.432 13.256 9.955
C 16.303 13.348 10.711
N 15.957 12.520 11.704
C 16.738 11.440 11.818
C 17.787 11.159 10.985
H 19.046 12.000 9.387
H 17.836 14.121 9.395
H 15.689 14.232 10.797
H 16.387 10.769 12.580
H 18.433 10.350 11.212
C 14.679 17.013 10.588
C 15.883 17.383 11.107
C 17.026 17.196 10.294
N 16.948 16.663 9.098
C 15.759 16.205 8.650
C 14.606 16.470 9.343
H 13.744 17.243 11.113
H 15.986 17.814 12.097
H 18.001 17.510 10.640
H 15.717 15.763 7.683
H 13.641 16.248 8.951
```

As for the HOMO energy: -9.24 eV. Its largest force on an atom is 0.0572 Eh/bohr. The energy above the lowest of the compared OMol25 structures with the same formula, charge and spin is 34.2 kcal per mole. The LUMO energy comes out at 0.0168 Eh. For the orbital gap, the calculation gives 9.692 eV. For the molecular weight, the calculation gives 870.122 g/mol. As for the SMILES: c1ccncc1.c1ccncc1.c1ccncc1.c1ccncc1.c1ccncc1.c1ccncc1.c1ccncc1.c1ccncc1.c1ccncc1.c1ccncc1.c1ccncc1.

---

3.
The molecule C5H7N3OS in a non-equilibrium geometry, computed with ωB97M-V/def2-TZVPD.

XYZ file:
```
17
Properties=species:S:1:pos:R:3
C -2.435 0.957 -0.720
O -1.099 0.371 -0.962
C -0.329 0.596 0.146
S -0.812 -0.560 1.607
N 0.682 -1.376 1.837
C 1.489 -1.004 0.752
C 2.848 -1.162 0.383
N 3.056 -0.279 -0.601
N 1.922 0.379 -0.961
C 0.998 0.027 -0.119
H -2.944 0.989 -1.563
H -2.207 1.932 -0.079
H -2.848 0.288 0.145
H -0.403 1.627 0.474
H 0.441 -2.279 2.021
H 3.461 -1.941 0.792
H 3.808 -0.408 -1.269
```

As for the HOMO energy: -7.71 eV. Its largest force on an atom is 0.1703 Eh/bohr. The energy above the lowest of the compared OMol25 structures with the same formula, charge and spin is 76.8 kcal per mole. The LUMO energy comes out at 0.0299 Eh. For the orbital gap, the calculation gives 8.528 eV. For the molecular weight, the calculation gives 157.198 g/mol. As for the SMILES: CO[C@H]1SNc2c[nH]nc21.